[1]
Here is an isolated ion of composition C30H46BBr2F3N4O9P and charge +1 in a non-equilibrium geometry from the Open Molecules 2025 dataset. Energies are from ωB97M-V with the def2-TZVPD basis set.

Cartesian coordinates (Å):
C 1.652 -2.416 5.178
C 2.344 -2.450 3.824
O 3.631 -1.811 3.851
P 3.976 -0.953 2.517
O 5.378 -0.560 2.593
C 2.849 0.502 2.543
C 1.811 0.461 1.389
C 0.451 1.199 1.568
O -0.245 0.228 2.419
N -0.107 0.433 3.812
O -0.784 -0.316 4.378
C 0.474 2.551 2.289
O 1.455 2.733 3.331
C 0.910 3.143 4.436
N 0.495 3.311 5.496
N 0.663 3.713 1.414
C -0.514 3.731 0.537
C -0.595 2.500 -0.382
C 0.549 2.752 -1.456
C 2.010 2.696 -1.034
O 2.765 1.910 -1.553
C -1.871 2.667 -1.259
C -3.064 3.513 -0.761
C -3.999 3.881 -1.937
F -5.079 4.476 -1.332
Br -4.711 2.344 -2.875
C -3.374 5.008 -2.856
F -4.239 6.014 -2.975
F -2.244 5.514 -2.314
Br -2.934 4.453 -4.678
N -0.417 1.162 0.323
C 0.023 0.078 -0.615
O -0.804 -0.070 -1.740
C -0.928 -1.381 -2.213
C -2.223 -1.799 -2.437
C -2.531 -3.045 -2.912
C -3.969 -3.467 -3.168
C -1.510 -3.946 -3.168
C -0.213 -3.528 -2.969
C 0.108 -2.266 -2.511
C 1.586 -1.871 -2.366
C 2.590 -3.003 -2.632
C 1.884 -0.722 -3.371
B -1.837 0.775 0.911
O -2.496 1.728 1.664
C -2.639 -0.557 0.697
C -3.992 -0.240 -0.020
O 3.675 -1.812 1.182
C 4.360 -3.092 1.199
C 3.384 -4.266 0.983
H 1.513 -1.399 5.561
H 2.216 -2.972 5.933
H 0.662 -2.884 5.118
H 1.659 -2.033 3.068
H 2.497 -3.504 3.562
H 2.474 0.617 3.561
H 3.523 1.347 2.371
H 1.603 -0.607 1.269
H 2.354 0.731 0.481
H -0.506 2.712 2.773
H 0.701 4.534 2.009
H -1.398 3.901 1.167
H -0.450 4.607 -0.115
H 0.367 3.752 -1.863
H 0.403 2.078 -2.308
H 2.442 3.387 -0.289
H -2.307 1.733 -1.635
H -1.615 3.152 -2.208
H -2.831 4.485 -0.321
H -3.736 2.996 -0.071
H 0.028 -0.874 -0.073
H 1.029 0.234 -1.008
H -3.043 -1.111 -2.253
H -4.323 -2.892 -4.034
H -4.621 -3.283 -2.313
H -3.993 -4.512 -3.485
H -1.740 -4.946 -3.516
H 0.553 -4.260 -3.199
H 1.741 -1.570 -1.322
H 2.275 -3.881 -2.050
H 2.651 -3.306 -3.680
H 3.560 -2.711 -2.219
H 1.504 -1.046 -4.346
H 1.425 0.225 -3.087
H 2.971 -0.644 -3.465
H -2.758 1.292 2.489
H -2.938 -0.881 1.708
H -2.110 -1.405 0.259
H -4.684 0.254 0.662
H -4.436 -1.216 -0.253
H -3.865 0.271 -0.975
H 4.902 -3.251 2.137
H 5.124 -3.112 0.419
H 2.378 -3.921 0.722
H 3.350 -4.960 1.825
H 3.725 -4.847 0.119

Atoms 1-3, force components in eV/Å:
C 0.13 0.16 0.37
C -0.63 -0.85 0.58
O -0.92 0.24 -1.27

Highest occupied orbital energy (eV): -11.6050
Total charge: +1
Frontier orbital gap (eV): 7.67
Molar mass (g/mol): 865.30
LUMO energy (eV): -3.9392
Calculated total energy (eV): -214437.8154

***

[2]
Here is C21H22N4O4S as an isolated structure in a non-equilibrium geometry from the Open Molecules 2025 dataset. Energies are from ωB97M-V with the def2-TZVPD basis set.

Cartesian coordinates (Å):
C -1.848 1.790 -5.230
C -2.381 0.933 -4.549
C -2.111 0.912 -3.085
C -1.627 -0.346 -2.492
C -2.477 -1.036 -1.664
C -1.869 -2.414 -1.081
C -0.628 -2.853 -1.360
C 0.306 -1.810 -2.353
C -0.241 -0.635 -2.787
O 0.424 0.058 -3.645
H 0.146 0.742 -3.918
C 1.825 -2.189 -2.604
N 2.340 -2.307 -1.487
C 2.679 -1.503 -0.552
C 2.404 0.028 -0.892
C 2.452 0.786 0.210
C 2.627 0.507 1.409
C 3.002 -0.835 1.817
C 3.057 -1.753 0.653
H 3.186 -2.907 1.105
H 3.338 -0.913 2.786
S 2.837 1.627 2.810
O 2.589 2.984 2.124
O 3.859 1.468 3.703
N 1.583 1.455 3.480
C 0.149 1.126 2.941
N -0.145 1.060 1.739
C -1.034 0.847 1.134
C -2.342 0.751 2.111
N -2.276 0.884 3.324
C -0.915 1.126 3.803
O -0.865 1.365 5.171
C -2.031 1.166 5.912
H -2.841 2.067 5.678
H -2.638 0.271 5.842
H -1.572 1.230 6.918
H -3.279 0.855 1.527
H -1.247 0.497 0.210
H 1.465 1.400 4.588
H 2.433 1.831 -0.005
H 2.038 0.018 -1.892
H 2.564 -3.576 -0.873
H 1.702 -3.235 -3.090
H 2.003 -1.506 -3.218
H 0.018 -3.589 -1.085
H -2.468 -3.064 -0.669
H -3.457 -0.967 -1.385
H -3.325 1.040 -2.537
H -1.437 1.854 -2.666
H -2.845 0.130 -4.680
H -1.931 1.888 -6.320
H -1.197 2.744 -4.879

Atoms 1-3, force components in eV/Å:
C 4.57 8.45 -6.25
C 1.95 0.73 7.56
C -3.13 3.59 3.70

Highest occupied orbital energy (eV): -7.7052
Total charge: 0
Frontier orbital gap (eV): 7.63
Molar mass (g/mol): 426.50
LUMO energy (eV): -0.0723
Energy relative to the best compared isomer or geometry (same formula, charge and spin) (eV): 24.3309
Calculated total energy (eV): -47097.7765

***

Repeat the second record exactly.
Here is C21H22N4O4S as an isolated structure in a non-equilibrium geometry from the Open Molecules 2025 dataset. Energies are from ωB97M-V with the def2-TZVPD basis set.

Cartesian coordinates (Å):
C -1.848 1.790 -5.230
C -2.381 0.933 -4.549
C -2.111 0.912 -3.085
C -1.627 -0.346 -2.492
C -2.477 -1.036 -1.664
C -1.869 -2.414 -1.081
C -0.628 -2.853 -1.360
C 0.306 -1.810 -2.353
C -0.241 -0.635 -2.787
O 0.424 0.058 -3.645
H 0.146 0.742 -3.918
C 1.825 -2.189 -2.604
N 2.340 -2.307 -1.487
C 2.679 -1.503 -0.552
C 2.404 0.028 -0.892
C 2.452 0.786 0.210
C 2.627 0.507 1.409
C 3.002 -0.835 1.817
C 3.057 -1.753 0.653
H 3.186 -2.907 1.105
H 3.338 -0.913 2.786
S 2.837 1.627 2.810
O 2.589 2.984 2.124
O 3.859 1.468 3.703
N 1.583 1.455 3.480
C 0.149 1.126 2.941
N -0.145 1.060 1.739
C -1.034 0.847 1.134
C -2.342 0.751 2.111
N -2.276 0.884 3.324
C -0.915 1.126 3.803
O -0.865 1.365 5.171
C -2.031 1.166 5.912
H -2.841 2.067 5.678
H -2.638 0.271 5.842
H -1.572 1.230 6.918
H -3.279 0.855 1.527
H -1.247 0.497 0.210
H 1.465 1.400 4.588
H 2.433 1.831 -0.005
H 2.038 0.018 -1.892
H 2.564 -3.576 -0.873
H 1.702 -3.235 -3.090
H 2.003 -1.506 -3.218
H 0.018 -3.589 -1.085
H -2.468 -3.064 -0.669
H -3.457 -0.967 -1.385
H -3.325 1.040 -2.537
H -1.437 1.854 -2.666
H -2.845 0.130 -4.680
H -1.931 1.888 -6.320
H -1.197 2.744 -4.879

Atoms 1-3, force components in eV/Å:
C 4.57 8.45 -6.25
C 1.95 0.73 7.56
C -3.13 3.59 3.70

Highest occupied orbital energy (eV): -7.7052
Total charge: 0
Frontier orbital gap (eV): 7.63
Molar mass (g/mol): 426.50
LUMO energy (eV): -0.0723
Energy relative to the best compared isomer or geometry (same formula, charge and spin) (eV): 24.3309
Calculated total energy (eV): -47097.7765

***

> Which of these has the highest calculated total energy?

C21H22N4O4S

***

> Number 2 is which compound?

C21H22N4O4S